1.
# C5H8BrN2

An isolated ion of composition C5H8BrN2 and charge +1 (ωB97M-V/def2-TZVPD, the OMol25 dataset).

```
! RIJCOSX wB97M-V def2-TZVPD def2/J DEFGRID3
* xyz 1 1
C -0.37 1.78 0.32
C 0.52 1.75 1.37
C 1.15 -0.48 0.98
C -0.65 0.59 -0.60
C -0.29 -0.76 0.06
N 1.39 0.64 1.42
N -0.18 -1.76 -1.03
Br -1.89 -1.13 1.21
H -0.77 2.72 -0.06
H 1.04 2.55 1.85
H 1.89 -1.21 1.06
H -1.62 0.65 -1.05
H 0.09 0.59 -1.46
H -1.15 -2.26 -1.35
H 0.68 -2.44 -0.87
H 0.16 -1.22 -1.85
*
```

Its frontier orbital gap is 9.38 eV. As for the energy above the lowest of the compared OMol25 structures with the same formula, charge and spin: 89.4 kcal per mole. The calculation puts the LUMO energy at -4.1 eV. Its structure (SMILES) is [NH3+][C@@]1(Br)C=NC=CC1. As for the electronic energy: -78327.7140 eV. The calculation puts the HOMO energy at -0.496 hartree.

=====

2.
# C24H76O14

A 14-piece molecular cluster, C24H76O14 overall (ωB97M-V/def2-TZVPD, the OMol25 dataset).

```
! RIJCOSX wB97M-V def2-TZVPD def2/J DEFGRID3
* xyz 0 1
O 19.71 13.54 3.95
H 19.59 12.87 4.64
H 20.54 14.01 4.20
O 26.89 12.47 2.76
H 27.01 13.42 2.64
H 27.12 12.08 1.90
O 25.80 11.68 5.25
H 26.06 12.28 5.96
H 26.28 12.00 4.46
O 22.85 13.09 0.70
H 23.26 13.39 -0.13
H 21.98 13.50 0.70
O 19.45 18.32 3.65
H 20.30 17.90 3.87
H 19.00 17.68 3.09
O 22.29 17.47 3.61
H 23.08 17.99 3.82
H 22.22 17.49 2.65
C 22.79 13.21 6.13
C 23.06 14.43 5.27
C 23.63 14.01 3.91
O 21.80 15.13 5.04
H 22.04 12.60 5.63
H 22.45 13.47 7.13
H 23.74 12.67 6.18
H 23.74 15.12 5.79
H 24.53 13.40 4.00
H 23.84 14.90 3.30
H 22.90 13.44 3.34
H 22.04 15.93 4.54
C 26.77 15.79 8.42
C 26.07 14.91 7.41
C 26.71 15.00 6.03
O 26.05 13.53 7.86
H 27.69 15.32 8.75
H 26.12 16.02 9.27
H 27.05 16.75 7.97
H 25.01 15.17 7.28
H 27.66 14.46 5.99
H 26.94 16.04 5.76
H 26.06 14.61 5.24
H 26.97 13.26 7.94
C 20.99 10.91 8.82
C 20.57 9.52 9.33
C 21.74 8.78 9.92
O 19.51 9.60 10.26
H 21.01 11.60 9.67
H 20.30 11.26 8.06
H 21.99 10.87 8.39
H 20.20 8.92 8.50
H 22.24 9.42 10.67
H 22.48 8.55 9.15
H 21.43 7.86 10.40
H 19.88 9.86 11.11
C 22.00 18.38 6.66
C 23.14 19.35 6.89
C 22.65 20.62 7.57
O 24.18 18.72 7.64
H 22.39 17.43 6.27
H 21.27 18.71 5.92
H 21.51 18.13 7.60
H 23.58 19.59 5.91
H 21.71 20.95 7.11
H 23.37 21.43 7.52
H 22.41 20.38 8.61
H 23.78 18.34 8.44
C 25.54 15.41 1.18
C 26.30 16.07 0.04
C 26.33 17.58 0.15
O 27.63 15.52 -0.08
H 24.52 15.81 1.21
H 26.02 15.65 2.13
H 25.41 14.34 1.01
H 25.85 15.83 -0.92
H 25.30 17.96 0.10
H 26.89 18.02 -0.68
H 26.73 17.94 1.10
H 28.14 15.80 0.70
C 21.86 9.99 4.55
C 22.89 9.43 3.60
C 22.34 9.19 2.24
O 23.97 10.34 3.44
H 21.09 9.23 4.76
H 21.38 10.90 4.17
H 22.30 10.24 5.52
H 23.28 8.51 4.06
H 23.04 8.60 1.64
H 22.04 10.11 1.75
H 21.47 8.53 2.32
H 24.27 10.66 4.30
C 26.69 19.36 4.18
C 26.86 17.90 4.50
C 25.55 17.17 4.54
O 27.68 17.22 3.49
H 26.30 19.46 3.16
H 27.64 19.91 4.19
H 26.03 19.82 4.91
H 27.38 17.77 5.45
H 25.09 17.11 3.54
H 24.81 17.63 5.20
H 25.67 16.13 4.84
H 28.55 17.63 3.51
C 22.94 15.50 8.81
C 22.97 16.17 10.17
C 24.35 16.02 10.81
O 22.68 17.56 9.95
H 23.69 15.96 8.16
H 21.98 15.62 8.32
H 23.20 14.44 8.92
H 22.22 15.67 10.78
H 24.58 15.00 11.11
H 24.43 16.66 11.70
H 25.12 16.30 10.09
H 22.89 18.04 10.77
*
```

Its frontier orbital gap is 9.39 eV. As for the energy above the lowest of the compared OMol25 structures with the same formula, charge and spin: 40.1 kcal per mole. The calculation puts the LUMO energy at 0.1 eV. As for the electronic energy: -54785.2124 eV. The calculation puts the HOMO energy at -0.343 hartree.

=====

3.
# C5H8N2

A single C5H8N2 molecule (ωB97M-V/def2-TZVPD, the OMol25 dataset).

```
! RIJCOSX wB97M-V def2-TZVPD def2/J DEFGRID3
* xyz 0 1
C 2.11 -0.28 0.31
N 1.13 -0.16 -0.88
C 0.76 1.14 -0.56
C -0.46 1.14 0.02
C -0.92 -0.21 -0.15
C -2.27 -0.73 0.24
N 0.00 -0.98 -0.68
H 2.97 -0.83 -0.03
H 1.55 -0.79 1.10
H 2.47 0.66 0.77
H 1.50 1.90 -0.74
H -0.93 1.95 0.55
H -3.07 -0.07 -0.11
H -2.35 -0.80 1.33
H -2.42 -1.73 -0.18
*
```

Its frontier orbital gap is 10.33 eV. As for the energy above the lowest of the compared OMol25 structures with the same formula, charge and spin: 49.0 kcal per mole. The calculation puts the LUMO energy at 1.0 eV. Its structure (SMILES) is Cc1ccn(C)n1. As for the electronic energy: -8292.8717 eV. The calculation puts the HOMO energy at -0.343 hartree.